DFT (the ωB97M-V functional and the def2-TZVPD basis) results for a cluster of 11 separate species, C45H116N4O21S7 in total at a distorted geometry.

Computed properties:
- Charge: 0
- E_HOMO: -0.3008 hartree
- Spin multiplicity: 1
- Orbital gap: 0.29741 Eh
- SMILES: CCOS(C)(=O)=O.CCOS(C)(=O)=O.CCOS(C)(=O)=O.CCOS(C)(=O)=O.CCOS(C)(=O)=O.CCOS(C)(=O)=O.CCOS(C)(=O)=O.CCN(CC)CC.CCN(CC)CC.CCN(CC)CC.CCN(CC)CC

Each line ends with the Löwdin charge.
Cartesian coordinates (Å):
C 1.775 -4.403 9.169  -0.07
C 2.277 -4.037 10.551  -0.32
O 1.282 -4.309 11.504  -0.27
S 1.838 -4.853 12.972  0.71
C 2.370 -3.132 13.548  -0.09
O 0.690 -5.294 13.816  -0.31
O 2.995 -5.713 12.812  -0.30
H 0.886 -3.838 8.886  0.08
H 1.652 -5.449 8.888  0.08
H 2.537 -4.068 8.465  0.07
H 3.260 -4.435 10.806  0.11
H 2.468 -2.965 10.528  0.11
H 2.748 -3.381 14.540  0.06
H 1.474 -2.522 13.660  0.07
H 3.147 -2.697 12.919  0.06
C 7.950 1.718 0.528  -0.06
C 6.964 1.878 -0.631  -0.31
O 7.600 1.606 -1.876  -0.26
S 6.706 1.991 -3.216  0.72
C 5.426 0.633 -3.093  -0.09
O 5.928 3.225 -2.928  -0.34
O 7.601 1.846 -4.391  -0.30
H 7.415 1.807 1.473  0.08
H 8.797 2.399 0.448  0.08
H 8.348 0.704 0.482  0.08
H 6.193 1.139 -0.411  0.11
H 6.461 2.845 -0.614  0.11
H 4.751 0.919 -2.286  0.06
H 5.980 -0.277 -2.866  0.07
H 4.914 0.677 -4.054  0.07
C -0.662 -8.397 -4.646  -0.05
C -0.439 -9.875 -4.227  -0.31
O -1.622 -10.613 -4.369  -0.26
S -2.402 -11.106 -2.979  0.66
C -1.425 -12.513 -2.469  -0.11
O -2.287 -10.032 -1.980  -0.30
O -3.708 -11.559 -3.416  -0.29
H -1.013 -8.455 -5.676  0.08
H 0.260 -7.830 -4.518  0.08
H -1.414 -7.914 -4.022  0.07
H 0.210 -10.360 -4.956  0.12
H 0.075 -9.912 -3.266  0.11
H -1.126 -13.098 -3.339  0.08
H -2.097 -12.984 -1.751  0.08
H -0.580 -11.959 -2.060  0.06
C 0.984 6.475 -1.213  -0.07
C 1.657 5.723 -0.112  -0.34
O 0.733 5.444 0.865  -0.26
S 1.275 5.173 2.433  0.66
C 1.055 6.894 3.180  -0.09
O 0.334 4.315 3.123  -0.30
O 2.657 4.848 2.418  -0.28
H 1.739 6.801 -1.929  0.08
H 0.443 7.373 -0.913  0.08
H 0.301 5.837 -1.774  0.08
H 1.909 4.721 -0.458  0.13
H 2.534 6.245 0.270  0.12
H 0.021 7.221 3.070  0.06
H 1.538 7.648 2.559  0.06
H 1.351 6.946 4.228  0.06
C -2.003 7.948 -11.852  -0.07
C -2.029 6.947 -10.656  -0.32
O -2.961 7.449 -9.747  -0.25
S -2.825 6.829 -8.215  0.69
C -3.686 5.194 -8.480  -0.09
O -1.403 6.498 -7.936  -0.32
O -3.628 7.679 -7.362  -0.29
H -1.610 8.904 -11.504  0.07
H -2.997 8.100 -12.272  0.08
H -1.287 7.570 -12.582  0.08
H -2.349 6.091 -11.251  0.11
H -1.014 6.781 -10.294  0.12
H -4.687 5.426 -8.846  0.07
H -3.603 4.661 -7.533  0.07
H -3.079 4.655 -9.207  0.06
C -1.060 5.866 10.663  -0.05
C -0.806 4.448 10.050  -0.31
O -1.372 3.481 10.866  -0.27
S -0.853 1.935 10.674  0.68
C -1.337 1.576 8.927  -0.10
O 0.609 1.870 10.775  -0.32
O -1.624 0.983 11.490  -0.30
H -2.071 6.229 10.482  0.07
H -0.354 6.543 10.181  0.07
H -0.856 5.799 11.732  0.08
H -1.307 4.407 9.083  0.12
H 0.273 4.295 10.048  0.12
H -0.551 1.937 8.264  0.06
H -2.278 2.097 8.753  0.07
H -1.449 0.495 8.837  0.07
C 5.640 -0.297 6.374  -0.06
C 6.850 -1.244 6.437  -0.29
O 7.238 -1.602 5.122  -0.28
S 8.507 -2.670 4.918  0.68
C 9.851 -1.580 5.524  -0.12
O 8.333 -3.783 5.827  -0.29
O 8.792 -2.889 3.490  -0.30
H 5.565 0.323 7.268  0.08
H 4.695 -0.834 6.296  0.07
H 5.649 0.314 5.472  0.08
H 7.712 -0.776 6.913  0.11
H 6.534 -2.109 7.021  0.12
H 9.869 -1.633 6.612  0.06
H 9.662 -0.550 5.221  0.07
H 10.790 -1.981 5.141  0.07
C 3.309 1.729 -9.637  -0.08
C 3.569 0.408 -10.358  -0.29
N 3.501 -0.723 -9.463  -0.19
C 2.152 -1.324 -9.459  -0.24
C 1.994 -2.383 -8.295  -0.08
C 4.499 -1.726 -9.909  -0.25
C 5.868 -1.296 -9.382  -0.09
H 2.248 1.809 -9.399  0.06
H 3.595 2.565 -10.275  0.07
H 3.897 1.838 -8.726  0.07
H 2.931 0.295 -11.235  0.11
H 4.590 0.418 -10.738  0.10
H 1.358 -0.600 -9.275  0.10
H 1.862 -1.764 -10.413  0.11
H 2.445 -3.357 -8.485  0.05
H 2.415 -2.015 -7.359  0.07
H 0.925 -2.590 -8.253  0.06
H 4.582 -1.831 -10.991  0.11
H 4.224 -2.726 -9.575  0.10
H 6.166 -0.264 -9.566  0.07
H 6.633 -1.862 -9.915  0.07
H 5.996 -1.505 -8.320  0.07
C 2.525 -2.747 0.593  -0.07
C 1.342 -2.703 -0.398  -0.26
N 0.668 -1.417 -0.517  -0.20
C 0.323 -0.689 0.689  -0.26
C -0.560 -1.462 1.668  -0.08
C -0.499 -1.478 -1.415  -0.26
C -0.703 -0.138 -2.120  -0.09
H 3.279 -1.976 0.434  0.07
H 2.987 -3.734 0.611  0.07
H 2.081 -2.538 1.566  0.05
H 1.698 -2.981 -1.390  0.11
H 0.545 -3.418 -0.190  0.11
H 1.226 -0.375 1.212  0.11
H -0.096 0.279 0.415  0.10
H -1.586 -1.562 1.316  0.06
H -0.149 -2.450 1.876  0.06
H -0.672 -0.887 2.587  0.07
H -1.399 -1.792 -0.886  0.10
H -0.400 -2.237 -2.192  0.11
H 0.161 0.143 -2.722  0.08
H -0.935 0.626 -1.378  0.05
H -1.642 -0.141 -2.675  0.07
C -5.912 8.150 1.316  -0.08
C -5.038 6.888 1.644  -0.24
N -5.752 5.693 1.197  -0.18
C -5.569 5.537 -0.244  -0.30
C -6.643 4.772 -0.947  -0.09
C -5.296 4.465 1.853  -0.28
C -5.836 4.395 3.256  -0.09
H -5.484 9.032 1.794  0.06
H -6.955 8.091 1.625  0.07
H -6.047 8.347 0.252  0.05
H -4.042 6.958 1.207  0.11
H -4.798 6.945 2.706  0.10
H -5.620 6.535 -0.679  0.10
H -4.570 5.190 -0.512  0.12
H -7.670 5.107 -0.799  0.08
H -6.327 4.887 -1.983  0.07
H -6.543 3.712 -0.715  0.06
H -4.212 4.383 1.772  0.11
H -5.625 3.556 1.350  0.11
H -5.566 5.231 3.900  0.06
H -5.420 3.488 3.696  0.07
H -6.908 4.213 3.179  0.08
C -6.046 -4.593 -3.000  -0.07
C -6.191 -5.303 -1.633  -0.31
N -7.098 -4.645 -0.804  -0.20
C -7.512 -5.485 0.358  -0.23
C -8.160 -6.846 -0.138  -0.09
C -6.676 -3.300 -0.329  -0.24
C -7.726 -2.600 0.538  -0.10
H -5.483 -3.665 -2.914  0.06
H -7.007 -4.329 -3.443  0.08
H -5.506 -5.354 -3.563  0.07
H -6.429 -6.352 -1.811  0.10
H -5.230 -5.412 -1.130  0.12
H -8.328 -5.108 0.975  0.09
H -6.744 -5.723 1.094  0.11
H -8.822 -6.597 -0.967  0.07
H -8.828 -7.308 0.588  0.06
H -7.320 -7.479 -0.424  0.05
H -5.718 -3.391 0.182  0.11
H -6.513 -2.700 -1.224  0.10
H -8.715 -2.822 0.136  0.08
H -7.673 -2.916 1.579  0.06
H -7.628 -1.515 0.580  0.07

DFT (the ωB97M-V functional and the def2-TZVPD basis) results for a cluster of 11 separate species, C45H119N9O13 in total at a distorted geometry.

Computed properties:
- Charge: +1
- E_HOMO (spin up / spin down): -0.3427 / -0.3427 hartree
- Spin multiplicity: 2
- Orbital gap (spin up / spin down): 0.24328 / 0.08778 Eh
- <S²>: 0.755

Each line ends with the Löwdin charge.
Cartesian coordinates (Å):
C 1.256 -1.942 -7.959  -0.06
C 1.003 -0.588 -7.250  -0.40
C 2.255 -0.029 -6.484  -0.15
O 1.945 1.169 -5.749  -0.18
C 1.157 0.967 -4.627  -0.13
N 0.666 0.369 -8.339  0.03
H 2.164 -1.918 -8.561  0.08
H 0.451 -2.317 -8.591  0.08
H 1.416 -2.684 -7.177  0.06
H 0.143 -0.702 -6.590  0.08
H 2.978 0.393 -7.182  0.13
H 2.784 -0.757 -5.869  0.12
H 0.429 0.156 -4.665  0.05
H 0.531 1.834 -4.416  0.09
H 1.869 0.859 -3.809  0.09
H 0.797 1.294 -7.956  0.06
H 1.243 0.185 -9.147  0.07
C 2.430 -3.743 3.917  -0.09
C 3.353 -4.846 4.413  -0.42
C 3.316 -4.888 5.939  -0.17
O 3.505 -3.618 6.571  -0.23
C 4.760 -3.019 6.431  -0.10
N 2.714 -6.003 3.847  0.03
H 2.491 -3.512 2.853  0.08
H 2.655 -2.739 4.276  0.06
H 1.413 -3.916 4.268  0.08
H 4.369 -4.653 4.069  0.14
H 4.040 -5.595 6.345  0.13
H 2.308 -5.181 6.231  0.13
H 4.975 -2.707 5.409  0.09
H 5.440 -3.819 6.726  0.09
H 4.879 -2.153 7.082  0.09
H 2.413 -5.831 2.898  0.07
H 1.828 -6.106 4.321  0.07
C 0.595 -0.845 2.253  -0.04
C 0.222 0.617 1.949  -0.38
C -0.666 0.690 0.710  -0.13
O -0.128 0.078 -0.545  -0.21
C -1.066 -0.174 -1.568  -0.12
N -0.427 1.204 3.138  0.07
H 1.381 -0.919 3.005  0.06
H 1.026 -1.276 1.349  0.08
H -0.230 -1.427 2.663  0.07
H 1.108 1.180 1.656  0.10
H -0.693 1.722 0.362  0.11
H -1.657 0.262 0.865  0.09
H -1.638 -1.073 -1.336  0.06
H -0.581 -0.368 -2.524  0.06
H -1.681 0.716 -1.702  0.08
H -1.303 1.630 2.870  0.02
H -0.747 0.421 3.691  0.03
C -2.925 -5.339 -2.028  -0.04
C -2.517 -3.986 -1.449  -0.43
C -3.307 -3.680 -0.207  -0.20
O -2.844 -2.456 0.354  -0.22
C -3.536 -2.021 1.546  -0.06
N -1.081 -3.980 -1.181  0.06
H -3.964 -5.308 -2.358  0.07
H -2.809 -6.086 -1.242  0.09
H -2.386 -5.660 -2.919  0.07
H -2.726 -3.179 -2.151  0.11
H -3.116 -4.400 0.589  0.14
H -4.326 -3.578 -0.579  0.13
H -4.486 -1.597 1.221  0.08
H -2.968 -1.166 1.914  0.06
H -3.731 -2.802 2.281  0.09
H -0.777 -4.612 -0.455  0.10
H -0.913 -3.110 -0.696  0.07
C 1.697 5.539 -0.804  -0.05
C 1.392 4.194 -0.103  -0.42
C 1.990 2.974 -0.946  -0.16
O 3.433 3.128 -1.054  -0.18
C 4.051 2.292 -1.996  -0.12
N 2.062 4.196 1.194  0.06
H 2.786 5.597 -0.802  0.08
H 1.239 6.382 -0.287  0.07
H 1.307 5.530 -1.822  0.07
H 0.328 4.011 0.048  0.11
H 1.515 3.180 -1.905  0.09
H 1.572 1.978 -0.801  0.10
H 5.113 2.522 -1.906  0.08
H 3.802 2.611 -3.008  0.08
H 3.844 1.229 -1.876  0.09
H 1.440 4.845 1.655  0.06
H 1.910 3.325 1.682  0.04
C -3.567 2.708 4.536  -0.06
C -3.583 2.987 3.051  -0.41
C -2.749 4.192 2.516  -0.16
O -3.050 4.443 1.142  -0.16
C -2.666 5.693 0.742  -0.16
N -3.237 1.722 2.436  0.03
H -4.058 1.774 4.809  0.08
H -4.069 3.540 5.031  0.08
H -2.577 2.590 4.978  0.07
H -4.615 3.284 2.868  0.13
H -1.678 4.032 2.644  0.11
H -3.037 5.032 3.149  0.13
H -2.577 6.503 1.466  0.09
H -3.266 6.178 -0.027  0.08
H -1.702 5.662 0.235  0.07
H -3.630 1.696 1.506  0.08
H -3.567 0.877 2.880  0.07
C 4.125 0.824 2.284  -0.03
C 5.495 1.574 1.995  -0.41
C 6.369 1.189 0.758  -0.19
O 7.341 2.169 0.488  -0.19
C 8.231 1.833 -0.573  -0.09
N 5.167 2.960 2.001  0.04
H 4.483 -0.202 2.206  0.07
H 3.430 0.982 1.459  0.06
H 3.573 1.137 3.171  0.05
H 6.147 1.480 2.863  0.12
H 5.684 1.056 -0.080  0.10
H 6.845 0.210 0.820  0.12
H 9.036 2.559 -0.682  0.09
H 7.701 1.763 -1.523  0.08
H 8.689 0.874 -0.331  0.08
H 6.055 3.406 1.823  0.07
H 4.847 3.056 2.954  0.07
C 2.208 4.643 5.926  -0.04
C 1.806 3.517 4.881  -0.44
C 1.982 2.057 5.372  -0.16
O 3.345 1.922 5.925  -0.19
C 3.703 0.643 6.500  -0.11
N 0.468 3.784 4.554  0.03
H 3.254 4.669 6.232  0.07
H 1.712 4.429 6.872  0.07
H 2.008 5.632 5.514  0.07
H 2.491 3.617 4.038  0.11
H 1.762 1.318 4.603  0.09
H 1.238 1.937 6.160  0.11
H 4.639 0.694 7.056  0.09
H 3.729 -0.205 5.815  0.06
H 2.979 0.253 7.214  0.07
H 0.102 2.939 4.138  0.01
H -0.173 3.908 5.325  0.07
C 0.099 -4.455 -4.408  -0.20
C 0.203 -2.942 -4.041  -0.27
O 1.473 -2.688 -3.548  -0.06
O 0.533 -5.195 -3.259  -0.10
H 0.621 -4.944 -5.230  0.12
H -0.940 -4.730 -4.592  0.09
H -0.460 -2.541 -3.275  0.08
H 0.120 -2.404 -4.986  0.08
H 1.950 -3.520 -3.522  0.09
H 0.089 -4.765 -2.525  0.02
C 0.469 -1.353 6.617  -0.22
C -0.892 -0.771 6.285  -0.19
O -1.257 -1.068 4.904  -0.11
O 0.635 -2.799 6.532  -0.07
H 0.601 -1.046 7.655  0.12
H 1.216 -0.875 5.984  0.10
H -0.937 0.298 6.496  0.12
H -1.521 -1.366 6.946  0.12
H -1.356 -2.021 4.839  0.08
H 1.554 -3.032 6.385  0.02
C -2.658 0.623 -5.129  -0.03
C -3.841 -0.226 -5.391  -0.46
C -3.723 -1.490 -4.504  -0.13
C -4.990 -2.251 -4.175  -0.17
C -6.133 -1.315 -3.739  -0.08
C -6.364 -0.075 -4.749  -0.38
N -5.068 0.543 -5.039  0.11
O -5.208 1.812 -5.644  0.11
C -7.235 -0.582 -6.000  0.02
C -7.239 0.951 -3.934  -0.02
C -3.853 -0.654 -6.866  0.03
H -2.631 1.508 -5.764  0.10
H -1.720 0.193 -5.479  0.08
H -2.504 0.978 -4.110  0.10
H -2.893 -2.103 -4.857  0.13
H -3.313 -1.291 -3.514  0.11
H -4.781 -3.042 -3.455  0.11
H -5.274 -2.782 -5.084  0.11
H -5.994 -0.916 -2.734  0.12
H -6.990 -1.984 -3.813  0.13
H -8.260 -0.881 -5.780  0.10
H -7.247 0.224 -6.733  0.09
H -6.806 -1.437 -6.522  0.07
H -7.543 1.823 -4.514  0.09
H -8.195 0.533 -3.619  0.10
H -6.721 1.330 -3.053  0.09
H -4.036 0.230 -7.475  0.10
H -4.687 -1.312 -7.112  0.08
H -2.896 -1.084 -7.162  0.11
H -4.799 2.380 -4.988  0.15

Record order is preserved below.
ΔE to the lowest compared entry with this formula, charge and spin: 141.7 0.0 kcal per mole